[1]
68
Properties=species:S:1:pos:R:3:forces:R:3 method="wB97M-V/def2-TZVPD" e_homo_ha=-0.361 homo_lumo_gap_ev=10.167 smiles="O=C=N[C@@H]1CCC(=O)O1.CO.CO.CO.CO.CO.CO.CO.CO.CO" charge=0 multiplicity=1 total_energy_ha=-1515.4365
O -1.519290 -1.162277 -2.880159 0.6 -0.2 -0.5
C -0.509351 -0.907124 -2.364717 0.1 1.2 1.2
N 0.453955 -0.505134 -1.693780 -0.8 -0.9 0.2
C 0.290919 -1.102537 -0.342284 -1.3 -1.2 1.7
C -0.711183 -0.452124 0.697193 1.0 -0.4 -0.6
C -0.498018 -1.550280 1.842177 -0.4 -0.2 -1.8
C 0.984741 -2.131707 1.528509 -2.6 1.9 0.3
O 1.507875 -3.062270 2.054208 0.5 1.0 -0.7
O 1.462840 -1.312683 0.465224 0.7 -1.4 -0.3
H -0.103945 -2.152445 -0.477367 0.2 0.9 -0.3
H -0.349821 0.586869 0.959783 -0.6 -1.2 -0.2
H -1.731524 -0.482419 0.214454 0.9 0.3 0.9
H -1.232611 -2.345758 1.504819 0.9 0.5 1.0
H -0.706114 -1.233679 2.892173 0.5 -0.4 -1.1
C -3.050664 -2.841166 4.690368 0.1 -0.3 0.1
O -1.918863 -3.301757 3.965277 0.1 0.0 0.0
H -3.431820 -1.937916 4.214288 0.1 0.0 0.0
H -3.828790 -3.608253 4.685223 -0.1 0.1 0.2
H -2.759928 -2.612215 5.718706 -0.2 0.1 0.0
H -1.604008 -4.098965 4.407622 0.0 0.1 -0.1
C 2.149743 1.364319 3.242994 0.2 -0.2 -0.2
O 1.497441 0.106428 3.098038 0.0 0.0 0.2
H 1.398476 2.150450 3.248640 0.0 -0.1 0.1
H 2.701861 1.386712 4.185201 0.0 0.2 0.0
H 2.834308 1.523480 2.404963 0.1 0.1 0.1
H 2.184990 -0.570529 3.098217 -0.1 0.1 0.1
C 1.159529 -0.152969 -5.839879 -0.1 -0.3 0.4
O 1.851651 -0.236041 -4.596031 0.2 0.2 -0.1
H 1.889057 -0.158610 -6.648480 0.0 0.0 0.1
H 0.494924 -1.007175 -5.949238 0.0 0.1 -0.2
H 0.583440 0.776186 -5.877967 -0.1 0.0 -0.1
H 1.186480 -0.228740 -3.898262 0.5 0.1 0.0
C -1.873065 -0.747056 -8.591583 -0.2 0.0 0.2
O -1.188715 -0.835426 -7.345779 -0.2 0.1 -0.1
H -1.137626 -0.752558 -9.394258 0.0 0.0 0.1
H -2.542119 -1.603042 -8.709195 0.0 0.1 -0.2
H -2.447008 0.181677 -8.634971 0.0 0.0 -0.2
H -1.858422 -0.828711 -6.651451 0.1 0.0 -0.1
C 0.309559 3.797022 -7.422993 0.0 -0.3 0.1
O 0.367389 2.584214 -8.159640 -0.1 0.0 -0.1
H 0.538736 4.623919 -8.093518 0.0 -0.1 0.0
H -0.693999 3.934669 -7.010564 0.0 0.2 0.1
H 1.044030 3.775390 -6.613295 0.0 0.2 0.0
H 0.161863 1.868904 -7.546258 0.1 0.0 -0.2
C 4.908396 0.521800 -6.459387 -0.3 0.1 0.2
O 3.868141 1.476438 -6.612831 0.0 0.1 0.0
H 5.606968 0.630922 -7.288098 -0.1 0.1 0.0
H 5.435770 0.694532 -5.517870 0.1 -0.2 0.0
H 4.490441 -0.488621 -6.470233 0.2 -0.1 0.0
H 3.264154 1.360088 -5.868390 0.1 0.0 -0.1
C 0.233338 2.817570 6.504803 0.1 0.1 0.0
O 0.564623 3.332749 5.221179 0.0 0.1 -0.1
H 0.155229 1.732562 6.436747 0.0 0.1 -0.2
H 1.014637 3.080213 7.219332 -0.2 -0.1 0.1
H -0.724109 3.229616 6.831617 0.0 -0.1 0.2
H 0.627718 4.290966 5.307083 0.0 -0.2 0.0
C 0.211089 4.514845 9.916502 0.0 0.3 0.0
O 0.543229 5.036744 8.635933 0.0 0.2 -0.1
H 0.134840 3.430787 9.842202 0.0 0.1 -0.1
H 0.991323 4.772848 10.636680 -0.1 -0.1 0.1
H -0.747926 4.921976 10.246330 0.0 -0.1 0.2
H 0.605261 5.994617 8.725418 0.0 -0.2 -0.1
C -3.772104 -5.776746 2.766306 0.0 -0.4 0.0
O -3.894129 -6.192158 4.122109 0.0 0.0 0.1
H -4.047032 -4.726012 2.695639 0.0 -0.1 0.1
H -2.738614 -5.903220 2.435360 -0.1 0.1 -0.2
H -4.442137 -6.368504 2.137264 0.0 0.1 -0.2
H -3.646027 -7.122682 4.159898 -0.1 0.2 0.1

***

[2]
80
Properties=species:S:1:pos:R:3:forces:R:3 method="wB97M-V/def2-TZVPD" e_homo_ha="-0.470 / -0.470" homo_lumo_gap_ev="10.625 / 4.143" s_squared=0.755 charge=+1 multiplicity=2 total_energy_ha=-6352.7856
Zn -2.045215 -1.634152 -0.752640 -0.9 0.2 -1.8
Zn 0.917285 0.436468 0.613940 1.2 0.8 -0.7
B 0.662725 -1.193412 1.890640 0.3 -1.1 0.9
H 1.106415 -0.339632 2.378950 1.3 2.6 2.4
H 1.123365 -1.367842 0.930630 1.7 -1.2 -3.7
H 0.711655 -2.073962 2.512310 0.3 -3.1 2.0
H -0.362045 -0.857592 1.854300 -4.3 1.1 -0.2
B -0.635605 -0.205952 -0.860320 1.4 0.0 -1.0
H -0.017255 0.675848 -0.926070 1.6 3.0 -0.7
H -1.342925 -0.139762 -1.672440 -2.4 0.4 -3.1
H -0.040195 -1.104382 -0.809780 2.2 -2.8 -0.5
H -1.151655 -0.142452 0.085150 -2.3 0.5 3.9
B -3.416055 -2.280832 -2.141890 -0.4 -0.2 -1.2
H -2.447265 -2.755812 -2.150990 3.6 -2.2 -0.8
H -3.278005 -1.252692 -2.438690 0.2 3.8 -1.2
H -4.071615 -2.826592 -2.802670 -2.2 -1.9 -2.0
H -3.767875 -2.339492 -1.123540 -2.1 -0.4 4.1
C -0.576405 3.818048 -0.730090 -1.2 -0.9 1.8
F -0.534705 5.096288 -1.013150 1.1 -0.3 -0.7
F -1.896265 3.518398 -0.695780 1.2 -0.7 -0.6
F 0.135665 2.974908 -1.535210 -1.2 1.5 0.2
S 0.217895 3.600988 1.004920 1.4 3.0 -0.8
O 1.615855 3.597938 0.632960 -0.6 -0.5 0.6
O -0.272445 4.773768 1.799130 1.0 -4.0 -1.5
N -0.110235 1.905378 1.444080 -0.9 4.6 0.1
S -1.376185 2.131898 2.377350 -5.2 -2.2 2.8
O -2.460465 3.031978 1.955950 2.7 -0.7 0.1
O -1.981645 0.844548 2.800470 1.8 0.7 -0.9
C -0.647165 2.746068 4.066110 -0.3 2.2 -0.2
F -1.174155 3.913278 4.431000 -0.3 0.2 -0.8
F -0.960675 1.943388 5.046560 0.6 -1.3 -0.1
F 0.676535 2.968628 3.950290 -0.3 -0.9 0.1
C -4.063955 0.714288 -1.073340 -0.5 1.9 -2.8
O -3.349105 -0.044732 -0.191180 -1.2 -0.6 1.8
C -4.224655 -0.322312 0.916900 0.2 0.3 0.1
C -3.809725 -1.667752 1.553450 -0.4 1.3 -0.8
N -2.435995 -1.932702 1.157260 -0.2 -2.7 2.3
C -2.017125 -3.330002 1.445090 0.3 -0.9 -0.2
C -0.900655 -3.921462 0.511020 -0.2 0.1 1.9
O -0.819945 -3.218892 -0.691290 1.7 -2.3 -0.2
C 0.259105 -3.728512 -1.557180 -0.9 1.0 -1.1
H -4.248525 1.704058 -0.655740 -0.2 0.1 0.1
H -4.978645 0.266558 -1.461900 -0.3 -0.3 0.7
H -3.524755 0.825998 -2.014020 0.6 0.3 0.3
H -5.272335 -0.176622 0.653730 -0.2 -1.1 -0.5
H -4.151465 0.542318 1.576560 0.7 -0.2 0.6
H -4.306665 -2.590832 1.255000 -0.8 0.6 0.0
H -3.968495 -1.445822 2.608750 0.6 -0.7 0.5
H -1.692985 -1.414552 1.603960 0.7 1.7 0.2
H -2.847035 -4.032222 1.524160 -0.3 0.4 -0.5
H -1.589645 -3.341012 2.447710 0.1 0.3 0.2
H -1.127435 -4.981762 0.399460 0.0 0.0 -0.4
H 0.031525 -3.845332 1.070780 0.2 0.1 -0.2
H 1.145055 -3.100642 -1.462450 0.0 -0.2 0.4
H -0.133495 -3.598312 -2.565650 0.0 0.2 -0.1
H 0.486555 -4.794032 -1.525130 -0.3 0.1 1.0
C 3.254795 1.016278 2.789540 -1.5 0.3 3.0
O 2.769915 0.668608 1.546780 1.7 0.0 -0.9
C 3.865855 0.201108 0.840730 1.9 0.4 -1.7
C 3.528125 -0.240282 -0.566630 0.1 0.5 0.9
N 2.398655 0.598188 -1.036530 0.7 -0.9 -0.5
C 2.132265 0.236928 -2.436410 0.0 -0.2 -1.4
C 3.356015 0.643508 -3.398140 -0.7 0.5 1.5
O 3.860815 1.938588 -2.935980 -1.6 -1.7 0.4
C 4.715675 2.546088 -3.825690 1.8 0.4 -1.6
H 2.336505 1.186618 3.351520 0.3 0.6 0.4
H 3.937845 1.862468 2.863760 -0.2 0.2 -0.6
H 3.710135 0.185178 3.328110 0.3 -0.4 -0.4
H 4.464885 -0.548332 1.358010 -0.5 -0.4 0.3
H 4.598225 0.994188 0.689890 -0.1 0.7 0.4
H 3.362225 -1.316222 -0.512390 -0.4 0.0 -0.9
H 4.380245 0.095628 -1.157530 0.3 -1.1 -0.1
H 2.902415 1.458998 -1.195690 -0.4 1.2 0.7
H 1.156905 0.599508 -2.760900 0.2 0.7 0.0
H 1.962995 -0.839052 -2.477890 0.4 -0.2 -0.1
H 3.140105 0.676488 -4.466030 -0.5 0.1 0.1
H 4.077585 -0.161612 -3.259520 0.6 0.3 -0.1
H 5.106965 3.508108 -3.494760 -0.3 -0.2 0.6
H 4.351855 2.751888 -4.832360 -1.0 -0.1 0.0
H 5.568045 1.908138 -4.059320 0.4 -0.2 0.4